1.
56
Properties=species:S:1:pos:R:3:forces:R:3 method="wB97M-V/def2-TZVPD" de_lowest_kj_mol=356.78 charge=+1 homo_ev=-12.87 lumo_energy_ha=-0.085 spin_multiplicity=1 homo_lumo_gap_ev=10.568 molar_mass_g_mol=325.3
C 0.706011 -2.143388 -2.412816 -0.02 -0.50 0.22
C 0.001610 -1.818800 -1.072667 -0.14 -2.98 0.65
N -0.035123 1.569260 0.315715 0.23 -0.12 0.21
C 0.284233 0.313185 -0.012874 1.90 0.63 -2.11
N -0.396158 -0.442731 -0.856055 -0.48 0.32 1.50
H 0.545098 -3.234250 -2.745196 0.66 1.49 0.97
H 0.237612 -1.592504 -3.215180 0.24 0.47 -0.31
H 1.788979 -1.827005 -2.258829 -1.38 -0.72 -0.87
H -0.829805 -2.554760 -0.791955 0.67 1.72 -1.07
H 0.709815 -2.211910 -0.322171 -0.11 1.07 0.11
H -0.903944 1.960790 0.002337 -0.48 -0.26 -0.22
H 0.585064 2.321696 0.675839 -0.08 -1.44 0.06
H 1.367002 -0.051145 0.125660 -1.94 0.54 0.62
H -1.372238 -0.235224 -1.179386 0.87 0.05 0.32
H -3.922420 -0.805535 0.353284 -0.82 -0.66 -1.16
H -4.254724 -1.146794 1.915578 -0.59 -0.12 -1.08
O -3.708937 -0.698292 1.260226 1.32 0.56 2.13
H 4.269665 -2.194384 1.294398 -0.21 0.64 0.02
H 4.783842 -1.128426 0.347276 0.10 0.08 0.02
O 4.231862 -1.233584 1.128918 0.29 -0.50 -0.19
H -1.656228 -2.158924 2.498710 0.09 -0.05 -0.07
H -1.396639 -3.461898 1.736843 -0.40 -0.72 -0.79
O -1.002429 -2.851071 2.337102 0.34 0.89 0.75
H -2.805967 -0.409591 3.107792 -0.37 -0.07 -0.21
H -2.353400 -0.308997 4.612271 -0.16 -0.01 -0.45
O -2.270886 0.076564 3.727749 0.66 0.24 0.61
H 1.449110 3.660091 -0.655740 -0.13 0.31 -1.94
H 2.365729 3.617598 -1.951094 -1.03 0.11 0.16
O 1.423403 3.576810 -1.673019 1.55 0.08 1.72
H 2.345126 1.139146 -2.314846 -0.61 -0.65 -0.30
H 1.195177 1.498888 -3.208403 0.00 -1.13 0.59
O 1.564706 0.710047 -2.731390 0.69 1.82 -0.32
H -3.365517 -0.521832 -2.641766 0.31 -0.11 0.92
H -2.631793 -1.808852 -2.134022 0.19 -0.93 -0.35
O -2.983575 -0.978932 -1.848872 -0.58 0.91 -0.17
H 2.145169 0.250168 2.766421 -0.46 -0.50 -0.44
H 3.632730 0.486507 2.625279 0.51 -0.28 -0.44
O 2.925601 0.474082 3.261804 -0.03 0.51 1.01
H -3.641484 2.047227 -2.990539 -0.06 1.03 0.36
H -2.541134 1.216296 -3.678272 -0.21 0.42 0.26
O -3.437239 1.186650 -3.312351 0.30 -1.29 -0.82
H 2.020776 2.228238 3.653378 -0.20 0.50 -2.04
H 0.943265 3.151436 3.841863 -0.06 0.26 -1.33
O 1.463431 2.837878 3.056740 0.31 -0.77 3.47
H 0.623990 -2.131120 1.924323 0.73 -0.09 -0.10
H 1.940165 -2.247907 2.670144 0.08 0.20 -0.31
O 1.593226 -1.947649 1.814559 -0.94 -0.13 0.58
H -0.170286 3.123888 -2.137499 -0.55 -0.62 -0.82
H -0.802318 3.442174 -3.460819 -0.26 -0.17 0.02
O -0.866311 2.775672 -2.761474 0.57 0.64 0.38
H -1.635362 -5.042571 -0.671611 -0.57 -0.96 -0.14
H -0.158328 -4.911642 -1.125463 0.32 -0.60 -0.25
O -0.891117 -4.465805 -0.718944 0.01 0.80 0.53
H 0.170596 4.280215 1.377152 0.88 0.16 -0.47
H 1.702490 4.332079 1.575869 -0.50 -0.25 -0.29
O 1.017852 4.288956 0.876008 -0.45 0.17 0.86

2.
58
Properties=species:S:1:pos:R:3:forces:R:3 method="wB97M-V/def2-TZVPD" de_lowest_kj_mol=806.80 charge=0 homo_ev=-9.59 lumo_energy_ha=-0.012 spin_multiplicity=1 homo_lumo_gap_ev=9.278 molar_mass_g_mol=355.3
O 1.540791 0.534375 0.328056 -1.02 -0.74 -0.95
C 0.859958 1.553369 0.445988 0.68 -0.17 1.55
N 1.543195 2.618404 0.941364 -0.45 5.29 -1.86
C -0.698573 1.651643 0.455089 3.53 0.11 6.91
N -1.347384 0.561469 1.258397 -1.44 1.23 0.77
C -2.577285 1.080884 1.904597 1.49 0.89 2.45
N -3.782961 0.478172 1.567792 -2.67 -0.17 -2.25
H 2.583716 2.699217 0.831045 -1.25 -1.09 0.09
H 1.186384 3.649570 0.635865 0.39 -3.46 1.24
H -0.927993 2.619935 0.949132 -0.12 -0.94 -0.89
H -1.109450 1.320669 -0.338558 -2.31 -0.12 -6.81
H -0.820797 -0.086802 1.806390 0.59 0.05 0.51
H -2.587241 0.931543 2.996715 1.18 -0.09 0.09
H -2.730818 2.205248 1.878167 0.64 -1.05 -0.57
H -3.643557 -0.444571 1.133981 -0.65 0.82 0.14
H -4.426915 1.153201 1.089134 0.72 -1.72 0.20
H 1.441843 -4.033365 -1.042607 0.35 -0.17 0.12
H 0.707893 -5.030225 -0.070898 -0.23 1.23 -0.99
O 0.580955 -4.247454 -0.671936 0.21 -1.11 0.64
H -0.733000 -3.017898 -1.188169 -2.23 2.05 1.93
H -0.871948 -1.908445 -0.018112 -0.42 -0.87 -0.80
O -1.410354 -2.325516 -0.746690 2.37 -1.39 -0.88
H 3.031464 3.529727 -2.370438 -0.14 0.99 -0.99
H 1.985393 3.104092 -3.364516 1.81 2.77 0.09
O 2.592205 3.944798 -3.162463 -1.71 -3.88 0.94
H -0.896463 0.114074 -4.236283 -0.44 0.21 -0.06
H -1.117001 -0.522844 -2.846560 -1.36 0.01 1.16
O -0.493655 -0.400404 -3.539261 0.81 0.52 -1.00
H 4.480170 2.073356 1.793806 1.33 -3.29 0.16
H 3.416096 2.916949 2.434047 -3.09 -0.30 3.25
O 4.086967 2.885875 1.845822 2.27 3.61 -3.08
H -2.222769 -3.835414 2.007195 -0.82 -0.54 -1.23
H -2.413074 -3.568959 0.497763 -0.09 -0.32 0.27
O -2.736313 -4.155203 1.213984 1.00 0.91 0.94
H 1.181348 -0.017847 -2.959742 0.03 0.08 0.88
H 2.330711 -0.172909 -1.688108 -1.50 0.09 -2.81
O 2.033006 -0.370738 -2.659663 0.99 1.04 1.88
H -0.365727 -0.792576 4.593949 -1.02 -1.12 -0.39
H -1.722325 -0.816280 3.894572 -1.24 0.94 -0.52
O -1.079603 -1.393519 4.253323 2.17 0.03 1.02
H -1.299357 2.433145 3.833918 -4.89 2.78 -4.74
H -0.448071 1.160492 4.152928 0.58 -3.49 -1.74
O -0.736014 1.992051 4.305264 4.49 0.95 6.55
H -1.261835 4.106382 -0.674576 -2.10 0.95 -0.33
H 0.008334 3.954372 -1.545252 -0.40 0.22 0.35
O -0.399516 3.777157 -0.679424 2.63 0.05 -1.12
H 0.800226 -1.046232 0.711042 -0.68 0.59 0.30
H 1.354721 -2.149992 1.309291 1.32 -1.69 0.64
O 0.504624 -1.759662 1.324514 -0.52 1.24 -0.82
H -3.046046 0.446267 -0.677064 -0.17 0.47 0.30
H -2.742306 -0.922996 -1.019858 1.33 -3.75 1.37
O -2.992370 -0.151356 -1.416664 -1.04 3.28 -2.14
H 3.558704 -2.645214 -2.492117 2.64 -3.71 -5.66
H 2.366225 -2.049061 -1.988418 -1.97 0.77 -0.81
O 3.265268 -2.186177 -1.822908 0.08 1.85 6.84
H 0.034566 -1.994850 -4.156020 -0.67 1.02 -0.30
H 0.590266 -2.907237 -3.168651 0.06 -0.46 0.58
O 0.735769 -2.616253 -4.060693 0.95 -1.41 -0.46

3.
59
Properties=species:S:1:pos:R:3:forces:R:3 method="wB97M-V/def2-TZVPD" de_lowest_kj_mol=0.00 charge=+1 homo_ev=-11.28 lumo_energy_ha=-0.093 spin_multiplicity=1 homo_lumo_gap_ev=8.744 molar_mass_g_mol=343.3
C -0.354165 0.786246 0.171441 0.36 -0.03 -0.12
C -0.933534 1.231803 -1.134876 0.09 -0.17 0.29
C -0.350973 2.062548 -1.994152 -0.18 0.26 0.31
N 0.892653 2.611812 -1.801941 -0.35 0.54 -0.23
N -2.236965 0.640397 -1.519322 0.91 0.52 -0.39
H -0.038375 1.636343 0.780645 0.10 0.06 -0.13
H 0.497767 0.109799 0.059399 0.06 0.10 -0.08
H -1.074207 0.257758 0.767456 -0.51 -0.25 0.29
H -0.889871 2.404284 -2.854481 -0.12 0.00 -0.46
H 1.520148 2.020530 -1.301306 0.73 -0.43 0.26
H 1.303256 3.043931 -2.617016 -0.01 -0.10 0.13
H -2.649256 0.148138 -0.739102 -0.43 -0.02 0.63
H -2.091672 -0.047593 -2.281859 -0.18 0.39 -0.23
H -2.871066 1.368972 -1.835934 -0.14 -0.13 -0.14
H 2.603727 -0.658685 -1.359119 0.29 0.77 0.13
H 3.069451 0.412364 -0.291017 -0.30 -0.13 -1.28
O 2.880248 0.287278 -1.271601 -0.13 -0.53 1.19
H 1.036544 -2.630441 -1.842439 0.72 -0.15 -0.16
H 2.564194 -3.015874 -2.020506 0.16 -0.50 0.06
O 1.944913 -2.292356 -2.033782 -0.78 0.45 0.07
H 1.529370 3.527244 2.243099 0.27 -0.75 0.55
H 2.142422 2.064438 2.413382 -0.05 0.45 0.02
O 1.667942 2.782889 2.891086 -0.29 0.40 -0.69
H -3.657960 -2.396601 -2.462151 0.31 0.12 0.15
H -3.283841 -1.790482 -1.069138 -0.09 -0.18 -0.23
O -2.938684 -1.968695 -1.971903 -0.44 -0.25 0.01
H -0.115022 -3.213436 0.116340 -0.16 -0.02 0.04
H -0.621540 -2.830791 1.550240 -0.01 -0.24 -0.36
O 0.148192 -3.145324 1.044979 0.26 0.14 0.39
H 1.829734 0.337810 -3.206502 0.01 0.00 -0.15
H 1.633298 -1.122147 -3.476516 0.09 -0.46 0.09
O 1.399879 -0.261017 -3.839035 -0.09 0.64 0.07
H -0.481848 0.239538 3.870654 -0.07 -0.28 0.22
H -0.309295 -0.959242 4.889325 0.06 -0.07 0.52
O -0.392397 -0.765000 3.960154 -0.22 0.48 -0.59
H -0.832481 -4.213288 -1.900440 -0.16 -1.04 -0.32
H -1.367347 -2.775812 -1.835491 0.13 -0.29 0.05
O -0.595497 -3.346691 -1.612907 -0.03 1.26 0.10
H -1.550075 -0.156277 -4.847499 0.06 -0.13 -0.25
H -0.297147 0.022921 -3.910090 -0.42 -0.06 -0.28
O -1.285209 0.147886 -3.980553 0.36 -0.05 0.32
H -2.979135 -1.325573 1.179678 0.07 -0.13 0.24
H -4.385569 -0.728281 0.891573 0.71 -0.10 -0.45
O -3.518536 -0.909468 0.470757 -0.88 0.12 0.37
H 1.300721 4.535427 0.107997 -0.04 -0.43 -0.99
H 1.828611 5.590967 1.053147 0.18 0.29 0.10
O 1.225592 4.850221 0.997336 -0.18 0.07 0.82
H 2.528083 -0.058165 1.902430 0.19 0.11 -0.33
H 3.864850 0.716740 1.884191 0.65 0.05 0.21
O 2.983041 0.758907 1.527333 -0.65 -0.36 0.03
H -1.535339 -1.606493 3.013814 0.05 0.13 0.09
H -2.526619 -2.811678 2.949187 0.41 0.69 -0.70
O -2.090071 -2.131013 2.384104 -0.52 -0.72 0.84
H 1.134672 -1.150584 3.047072 -0.60 0.09 0.60
H 1.370629 -2.074537 1.837688 0.39 0.42 0.35
O 1.821677 -1.429365 2.445049 0.35 -0.54 -1.02
H -0.836365 2.309319 4.523924 0.05 -0.06 -0.23
H 0.186543 2.214274 3.336540 -0.09 0.04 0.26
O -0.669268 1.835903 3.697810 0.10 0.00 0.01

4.
59
Properties=species:S:1:pos:R:3:forces:R:3 method="wB97M-V/def2-TZVPD" de_lowest_kj_mol=169.41 charge=-1 homo_ev=-6.64 lumo_energy_ha=0.073 spin_multiplicity=1 homo_lumo_gap_ev=8.631 molar_mass_g_mol=347.3
C -1.474441 -0.422508 -1.456373 -2.06 1.75 -0.14
C -0.960441 0.583492 -0.429373 1.76 -0.67 0.46
C -1.452441 0.382492 0.971627 -0.10 0.69 0.26
O 0.486559 0.510492 -0.390373 -1.74 -0.65 -0.14
H -2.579441 -0.297508 -1.616373 0.77 -0.30 0.29
H -1.237441 -1.454508 -1.372373 0.22 -0.78 0.70
H -1.046441 -0.091508 -2.366373 0.45 0.19 -1.26
H -1.278441 1.598492 -0.705373 -0.17 -0.02 -0.34
H -1.139441 1.207492 1.628627 0.92 -0.70 0.00
H -1.197441 -0.635508 1.279627 -0.25 0.28 0.49
H -2.485441 0.614492 1.011627 -1.63 -0.71 -0.07
O 1.798559 -0.642508 -2.321373 1.04 2.21 0.63
H 1.087559 -0.380508 -1.689373 -0.16 0.10 0.11
H 1.650559 -1.421508 -2.793373 -0.80 -2.07 -0.80
O 0.263559 0.426492 -4.967373 1.79 -0.96 2.04
H 0.655559 0.564492 -4.045373 -0.53 0.03 -1.60
H -0.272441 1.175492 -5.127373 -0.87 1.23 -0.11
O 0.451559 -2.187508 0.212627 1.63 -0.95 0.05
H 0.377559 -1.221508 0.091627 0.29 0.91 -0.30
H 1.437559 -2.333508 0.151627 -1.46 0.26 0.44
O 0.826559 2.915492 0.784627 1.66 0.94 -1.58
H 0.778559 2.037492 0.430627 0.75 -1.42 -1.10
H 0.168559 2.810492 1.419627 -1.67 0.83 2.20
O -0.260441 -1.233508 4.073627 -0.43 -2.47 0.75
H -0.533441 -1.335508 3.163627 0.15 0.43 -0.81
H -0.306441 -2.204508 4.344627 0.27 1.97 -0.04
O 1.485559 1.758492 3.987627 2.68 0.87 2.56
H 2.124559 1.499492 3.328627 -0.48 -0.36 -0.86
H 0.615559 1.753492 3.699627 -1.99 -0.37 -1.32
O 2.064559 0.226492 1.836627 1.65 -0.54 2.51
H 2.739559 0.228492 1.175627 0.92 0.21 -1.05
H 1.282559 0.187492 1.347627 -2.09 0.22 -1.56
O -1.424441 -3.836508 1.436627 -0.10 -0.29 -1.15
H -1.555441 -3.619508 2.324627 -0.74 0.04 2.31
H -0.884441 -3.095508 1.158627 0.78 0.26 -0.89
O 0.622559 2.450492 -2.270373 0.04 0.25 0.23
H 1.431559 2.774492 -1.834373 -0.52 -0.02 -0.31
H 0.251559 1.886492 -1.555373 0.77 -0.04 -0.45
O -1.186441 1.415492 4.465627 -0.99 0.87 -2.40
H -1.074441 1.541492 5.370627 0.43 -0.03 2.29
H -1.252441 0.491492 4.258627 0.25 -0.94 0.30
O 0.450559 -3.230508 -2.380373 0.41 -0.25 -0.23
H 0.984559 -4.035508 -2.345373 -0.21 -0.06 -0.37
H 0.426559 -2.993508 -1.443373 -0.08 0.55 0.36
O 3.622559 0.537492 -0.562373 -0.07 0.45 -0.17
H 3.439559 1.464492 -0.790373 0.14 -0.40 0.31
H 2.985559 0.061492 -1.128373 0.16 -0.12 -0.17
O -0.769441 -2.129508 -4.896373 -0.20 -0.27 -0.11
H -0.936441 -2.443508 -4.012373 -0.12 -0.64 0.43
H -0.273441 -1.331508 -4.701373 0.13 0.67 -0.57
O -0.943441 -5.032508 -0.930373 1.09 0.15 -3.01
H -0.991441 -4.186508 -1.432373 0.07 -1.11 0.24
H -1.398441 -4.851508 -0.156373 -1.33 0.38 2.61
O -1.112441 4.754492 -1.373373 -0.31 0.47 -0.34
H -0.797441 3.880492 -1.602373 0.65 -0.40 -0.30
H -1.647441 4.597492 -0.602373 -0.20 0.06 0.58
O -0.753441 3.533492 2.754627 -1.85 0.02 -1.85
H -1.126441 2.834492 3.266627 -0.62 -0.91 0.84
H -0.158441 3.943492 3.322627 1.91 1.16 1.42

5.
10
Properties=species:S:1:pos:R:3:forces:R:3 method="wB97M-V/def2-TZVPD" de_lowest_kj_mol=0.00 charge=+1 s2=0.761 homo_ev="-11.54 / -11.34" lumo_energy_ha="-0.236 / -0.236" spin_multiplicity=2 homo_lumo_gap_ev="5.104 / 4.920" molar_mass_g_mol=203.2
O -2.530622 -0.224281 -0.962235 -1.53 1.23 -1.38
Ag -4.132261 -1.816898 -1.240854 1.08 0.99 0.22
C 1.040071 1.492634 0.742270 0.93 -3.84 -0.68
C 0.527309 0.234469 0.954838 -0.94 0.97 1.32
O 2.201505 1.047037 0.101765 0.52 1.68 -0.42
C 1.757924 -0.324352 0.291145 -0.40 0.33 0.03
H -0.209443 -0.177517 1.644533 0.10 0.22 -0.61
H 1.629337 -0.832108 -0.676594 -0.05 0.33 0.28
H 2.460248 -0.887759 0.922068 -0.26 0.39 -0.01
Mg -2.744066 1.488776 -1.776938 0.55 -2.29 1.24

6.
9
Properties=species:S:1:pos:R:3:forces:R:3 method="wB97M-V/def2-TZVPD" de_lowest_kj_mol=24.37 charge=0 homo_ev=-6.82 lumo_energy_ha=-0.069 spin_multiplicity=1 homo_lumo_gap_ev=4.943 molar_mass_g_mol=178.9
C -0.312017 -1.173897 -1.904132 -0.60 1.38 -1.25
C -0.046067 -0.112645 -1.097697 0.44 -1.20 0.53
H -1.270435 -1.007748 -2.443858 0.41 -0.96 0.62
H 0.483942 -1.697817 -2.442438 -0.16 0.13 0.21
H -0.919442 0.326332 -0.573594 0.28 0.35 -0.50
O 3.576603 1.283325 -3.284063 -0.31 0.19 -0.78
C 3.113851 1.517508 -4.293886 0.32 -0.19 0.76
O 1.107990 0.296562 -0.653697 1.44 0.64 0.49
Ag 3.402460 0.508141 -0.765316 -1.82 -0.36 -0.09

7.
10
Properties=species:S:1:pos:R:3:forces:R:3 method="wB97M-V/def2-TZVPD" de_lowest_kj_mol=270.74 charge=0 homo_ev="-7.96 / -7.96" lumo_energy_ha="-0.071 / -0.071" spin_multiplicity=1 homo_lumo_gap_ev="6.032 / 6.033" molar_mass_g_mol=194.9
C -2.077271 0.053842 0.024819 -0.10 -0.44 0.57
C -0.968713 0.780636 0.289384 -0.02 -0.18 -0.03
O 0.163488 0.045474 -0.335623 -0.27 -0.50 -0.80
C 1.389622 0.546813 -0.314440 -0.44 1.82 1.62
O 1.700352 1.705334 -0.246624 0.06 -0.73 -0.53
O 2.223749 -0.486735 -0.150777 0.74 -1.17 0.03
Ag -0.339961 -2.006220 0.677445 -0.39 0.77 -0.11
H -3.013634 0.327483 0.515775 0.33 -0.09 -0.19
H -2.133803 -0.780507 -0.695683 0.09 0.19 -0.17
H 3.056172 -0.186122 0.235722 0.00 0.32 -0.38

no.,largest force on an atom (eV Å⁻¹)
1,3.57
2,8.00
3,1.32
4,3.80
5,4.01
6,1.95
7,2.47